No. 1
Density functional theory data (ωB97M-V/def2-TZVPD) for a 11-piece molecular cluster, C48H117N11O6 overall.

Last column: Löwdin charge in e.
CARTESIAN COORDINATES (ANGSTROEM)
C: 0.502 1.571 -0.430  -0.0577
C: -0.318 0.868 0.650  -0.2472
N: -0.211 -0.575 0.764  -0.1602
C: -0.726 -1.262 -0.403  -0.2545
C: -2.239 -1.219 -0.335  -0.0641
C: 1.155 -0.972 1.148  -0.2358
C: 1.081 -2.352 1.797  -0.0854
H: 0.385 1.147 -1.430  0.0563
H: 1.587 1.510 -0.312  0.0509
H: 0.177 2.612 -0.449  0.0718
H: -0.087 1.319 1.617  0.0895
H: -1.374 1.092 0.481  0.1032
H: -0.359 -0.903 -1.373  0.0951
H: -0.418 -2.306 -0.361  0.0729
H: -2.655 -1.568 0.610  0.0507
H: -2.704 -0.253 -0.529  0.0564
H: -2.573 -1.947 -1.082  0.0677
H: 1.589 -0.314 1.900  0.0941
H: 1.817 -1.059 0.279  0.1056
H: 0.767 -3.152 1.132  0.0441
H: 0.477 -2.325 2.703  0.0685
H: 2.113 -2.544 2.107  0.0753
C: 5.538 0.389 0.578  -0.0776
C: 4.433 1.311 1.103  -0.2593
N: 4.846 2.478 1.873  -0.1549
C: 5.825 3.308 1.142  -0.2405
C: 6.263 4.547 1.893  -0.0992
C: 5.369 2.065 3.210  -0.2496
C: 4.364 1.260 3.998  -0.0997
H: 5.174 -0.578 0.224  0.0611
H: 6.146 0.118 1.447  0.0655
H: 6.214 0.751 -0.196  0.0680
H: 3.813 1.634 0.262  0.0900
H: 3.790 0.645 1.678  0.0809
H: 6.767 2.766 1.006  0.1141
H: 5.372 3.653 0.214  0.0900
H: 5.467 5.131 2.359  0.0613
H: 7.067 4.312 2.590  0.0707
H: 6.664 5.260 1.169  0.0739
H: 5.513 3.005 3.747  0.0977
H: 6.339 1.561 3.159  0.1119
H: 3.323 1.519 3.812  0.0400
H: 4.486 1.340 5.077  0.0790
H: 4.514 0.223 3.689  0.0753
C: -4.234 0.913 -2.766  -0.0757
C: -4.741 1.018 -4.213  -0.2624
N: -3.815 0.426 -5.158  -0.2114
C: -4.087 0.930 -6.527  -0.2459
C: -5.394 0.443 -7.167  -0.0746
C: -3.766 -1.038 -5.090  -0.2406
C: -2.744 -1.639 -6.043  -0.0766
H: -4.222 -0.128 -2.442  0.0517
H: -4.845 1.485 -2.066  0.0744
H: -3.231 1.332 -2.664  0.0682
H: -5.756 0.606 -4.262  0.1101
H: -4.863 2.080 -4.433  0.1122
H: -4.156 2.018 -6.474  0.1004
H: -3.203 0.711 -7.126  0.1078
H: -5.655 1.097 -7.997  0.0751
H: -5.236 -0.572 -7.537  0.0640
H: -6.228 0.386 -6.468  0.0682
H: -4.757 -1.485 -5.223  0.1181
H: -3.468 -1.352 -4.087  0.1030
H: -1.778 -1.145 -5.982  0.0458
H: -3.102 -1.657 -7.075  0.0693
H: -2.552 -2.695 -5.842  0.0751
C: 2.019 -4.320 -5.238  -0.1042
C: 2.258 -3.689 -3.899  -0.2598
N: 1.375 -4.105 -2.789  -0.1725
C: 1.775 -3.526 -1.491  -0.2488
C: 3.238 -3.730 -1.128  -0.0769
C: -0.013 -3.888 -3.152  -0.2455
C: -0.979 -4.622 -2.196  -0.0663
H: 1.842 -5.394 -5.154  0.0835
H: 2.875 -4.189 -5.901  0.0761
H: 1.185 -3.874 -5.781  0.0632
H: 3.318 -3.769 -3.665  0.1027
H: 2.082 -2.614 -4.063  0.1091
H: 1.218 -4.130 -0.773  0.0802
H: 1.464 -2.479 -1.452  0.0976
H: 3.401 -3.350 -0.118  0.0617
H: 3.929 -3.178 -1.764  0.0664
H: 3.415 -4.806 -1.142  0.0783
H: -0.255 -2.829 -3.301  0.0938
H: -0.161 -4.321 -4.141  0.0974
H: -0.498 -5.536 -1.839  0.0656
H: -1.231 -4.096 -1.275  0.0440
H: -1.868 -4.967 -2.723  0.0704
C: -0.950 4.041 2.312  -0.0758
C: 0.172 5.051 2.024  -0.2459
N: 0.634 5.800 3.171  -0.1959
C: -0.362 6.647 3.826  -0.2663
C: -1.116 7.573 2.853  -0.0915
C: 1.367 5.020 4.176  -0.2418
C: 2.622 4.338 3.638  -0.0871
H: -1.284 3.612 1.365  0.0640
H: -1.860 4.475 2.730  0.0679
H: -0.645 3.218 2.959  0.0522
H: 0.992 4.429 1.660  0.0909
H: -0.067 5.719 1.196  0.1107
H: -1.156 6.054 4.298  0.1033
H: 0.094 7.254 4.608  0.1096
H: -1.751 6.982 2.193  0.0608
H: -1.787 8.204 3.436  0.0691
H: -0.430 8.192 2.276  0.0755
H: 0.668 4.321 4.646  0.1049
H: 1.773 5.782 4.843  0.1129
H: 2.485 3.575 2.867  0.0487
H: 3.044 3.769 4.468  0.0707
H: 3.309 5.023 3.143  0.0703
C: 3.863 1.001 -3.930  -0.0087
C: 4.163 2.184 -3.060  -0.5502
O: 5.330 2.439 -2.791  0.0208
N: 3.134 2.935 -2.606  0.0275
C: 3.301 3.996 -1.642  -0.0736
H: 4.694 0.627 -4.526  0.0807
H: 3.090 1.194 -4.678  0.0658
H: 3.533 0.147 -3.334  0.0738
H: 2.245 2.894 -3.089  0.0769
H: 2.844 3.806 -0.667  0.0659
H: 2.833 4.857 -2.122  0.0893
H: 4.322 4.260 -1.376  0.0636
C: -7.118 -5.078 2.275  0.0011
C: -5.929 -4.169 2.309  -0.5299
O: -6.096 -2.983 2.629  0.0037
N: -4.745 -4.703 2.014  0.0355
C: -3.437 -4.029 2.008  -0.0254
H: -7.611 -4.981 1.307  0.0903
H: -7.810 -4.778 3.058  0.0883
H: -6.872 -6.131 2.417  0.0770
H: -4.673 -5.705 1.947  0.1340
H: -3.492 -3.045 2.471  0.0600
H: -3.071 -3.900 0.991  0.0755
H: -2.692 -4.560 2.602  0.0780
C: 0.567 0.478 4.535  0.0055
C: 1.116 0.543 5.940  -0.5456
O: 2.167 -0.009 6.246  0.0313
N: 0.357 1.301 6.766  0.0077
C: 0.700 1.496 8.169  -0.0621
H: 0.599 -0.551 4.177  0.0753
H: 1.239 1.029 3.875  0.0608
H: -0.448 0.860 4.435  0.0711
H: -0.445 1.751 6.361  0.1239
H: 1.647 1.004 8.382  0.0805
H: -0.059 1.093 8.839  0.0795
H: 0.853 2.558 8.362  0.0798
C: 0.414 -6.562 1.152  0.0060
C: 0.792 -5.728 2.374  -0.5424
O: -0.094 -5.164 3.026  -0.0016
N: 2.081 -5.645 2.786  0.0200
C: 3.175 -6.176 2.014  -0.0801
H: -0.672 -6.616 1.095  0.0775
H: 0.670 -7.597 1.387  0.0862
H: 0.807 -6.137 0.231  0.0638
H: 2.197 -5.096 3.623  0.1455
H: 4.105 -6.021 2.562  0.0894
H: 3.367 -5.561 1.131  0.0609
H: 3.074 -7.222 1.735  0.0859
C: -6.456 -0.187 0.571  0.0132
C: -5.196 0.261 1.293  -0.5673
O: -4.757 1.374 1.077  0.0163
N: -4.652 -0.611 2.176  0.0196
C: -3.529 -0.236 3.001  -0.0859
H: -6.601 -1.249 0.772  0.0585
H: -6.272 -0.085 -0.498  0.0662
H: -7.298 0.395 0.937  0.0874
H: -5.118 -1.505 2.321  0.0648
H: -2.726 -0.974 3.065  0.0649
H: -3.866 -0.103 4.034  0.0832
H: -3.005 0.685 2.753  0.0739
C: -1.537 3.429 -4.629  0.0225
C: -0.487 2.342 -4.433  -0.5319
O: 0.635 2.705 -4.092  -0.0039
N: -0.804 1.057 -4.635  0.0453
C: 0.116 -0.077 -4.489  -0.0476
H: -2.500 3.031 -4.953  0.0525
H: -1.164 4.108 -5.393  0.0877
H: -1.666 3.938 -3.676  0.0896
H: -1.770 0.957 -4.948  0.0880
H: 1.058 0.362 -4.163  0.0588
H: 0.254 -0.663 -5.395  0.0783
H: -0.255 -0.718 -3.690  0.0528

Results
charge	0
SMILES	CCN(CC)CC.CCN(CC)CC.CCN(CC)CC.CCN(CC)CC.CCN(CC)CC.CNC(C)=O.CNC(C)=O.CNC(C)=O.CNC(C)=O.CNC(C)=O.CNC(C)=O
max |F|	1.9	eV/A
orbital gap	0.304	hartree
relative energy (zero: lowest compared OMol25 entry of this formula, charge and spin)	33.5	kcal per mole
M	944.54	g mol⁻¹


No. 2
Density functional theory data (ωB97M-V/def2-TZVPD) for a 12-piece molecular cluster, C48H118O23 overall.

Last column: Mulliken spin population.
CARTESIAN COORDINATES (ANGSTROEM)
C: -13.265 0.860 -18.746  0.0001
O: -13.972 0.185 -17.684  0.0000
C: -14.064 -1.231 -17.792  0.0001
C: -15.432 -1.810 -17.268  0.0000
O: -15.909 -1.299 -16.029  0.0000
C: -15.354 -1.813 -14.811  0.0000
H: -13.021 1.903 -18.547  -0.0001
H: -13.758 0.818 -19.717  -0.0001
H: -12.301 0.388 -18.935  0.0000
H: -13.249 -1.695 -17.238  0.0000
H: -13.848 -1.563 -18.807  -0.0001
H: -15.482 -2.890 -17.410  0.0000
H: -16.227 -1.433 -17.911  0.0000
H: -14.347 -1.401 -14.743  0.0000
H: -15.324 -2.890 -14.977  0.0000
H: -15.955 -1.485 -13.964  0.0000
C: -12.406 2.126 -22.844  -0.0002
O: -11.048 2.252 -23.047  0.0004
C: -10.747 2.875 -24.236  -0.0015
C: -9.315 3.350 -24.011  0.0018
O: -9.116 4.166 -22.897  0.0028
C: -7.841 4.133 -22.322  -0.0001
H: -12.785 1.355 -23.514  -0.0001
H: -13.023 3.007 -23.017  0.0000
H: -12.661 1.824 -21.828  0.0000
H: -11.400 3.710 -24.490  0.0000
H: -10.777 2.124 -25.025  0.0003
H: -9.002 3.862 -24.921  0.0010
H: -8.720 2.437 -23.992  0.0002
H: -7.731 3.361 -21.560  0.0003
H: -7.611 5.077 -21.828  0.0004
H: -7.005 4.203 -23.017  0.0002
C: -10.761 2.690 -28.426  0.0000
O: -11.240 2.245 -29.667  0.0000
C: -11.151 0.847 -29.941  0.0001
C: -11.088 0.540 -31.449  0.0000
O: -9.926 0.941 -32.184  0.0000
C: -9.903 2.306 -32.581  0.0000
H: -10.700 3.774 -28.323  0.0000
H: -9.755 2.296 -28.282  0.0000
H: -11.367 2.332 -27.593  0.0000
H: -12.101 0.422 -29.617  0.0000
H: -10.359 0.399 -29.342  -0.0001
H: -12.011 0.930 -31.879  0.0000
H: -11.143 -0.530 -31.646  0.0000
H: -10.301 2.445 -33.586  0.0000
H: -8.836 2.529 -32.574  0.0000
H: -10.373 2.946 -31.834  0.0000
C: -16.510 0.156 -20.668  0.0001
O: -16.455 -0.935 -21.604  0.0000
C: -15.192 -1.238 -22.082  -0.0002
C: -15.266 -2.291 -23.207  0.0001
O: -15.912 -3.547 -22.795  0.0000
C: -16.281 -4.315 -23.903  0.0000
H: -17.501 0.336 -20.250  0.0000
H: -16.113 1.054 -21.140  -0.0001
H: -15.908 -0.043 -19.782  0.0000
H: -14.585 -1.627 -21.264  0.0001
H: -14.679 -0.326 -22.387  -0.0002
H: -14.273 -2.656 -23.468  0.0000
H: -15.722 -1.918 -24.124  0.0000
H: -16.981 -3.881 -24.617  0.0000
H: -16.815 -5.224 -23.625  0.0000
H: -15.397 -4.536 -24.500  0.0000
C: -5.026 7.545 -20.071  0.0000
O: -4.555 7.065 -21.329  0.0000
C: -4.243 8.094 -22.307  0.0000
C: -4.322 7.387 -23.702  0.0000
O: -5.545 6.716 -24.055  0.0000
C: -6.754 7.466 -23.817  0.0006
H: -4.774 6.843 -19.276  0.0000
H: -6.098 7.690 -20.206  0.0000
H: -4.574 8.485 -19.754  0.0000
H: -3.313 8.634 -22.130  0.0000
H: -5.059 8.809 -22.203  0.0000
H: -3.520 6.659 -23.582  0.0000
H: -4.106 8.172 -24.426  0.0000
H: -7.546 6.964 -24.372  -0.0001
H: -6.662 8.523 -24.068  0.0001
H: -7.008 7.486 -22.757  0.0003
C: -8.277 -5.385 -27.472  0.0000
O: -8.589 -3.980 -27.572  0.0000
C: -9.556 -3.726 -28.565  0.0000
C: -9.631 -2.288 -28.921  0.0000
O: -10.360 -1.583 -27.961  0.0000
C: -9.702 -1.075 -26.837  0.0000
H: -7.564 -5.394 -26.648  0.0000
H: -7.892 -5.750 -28.424  0.0000
H: -9.178 -5.912 -27.157  0.0000
H: -10.552 -4.051 -28.263  0.0000
H: -9.337 -4.286 -29.474  0.0000
H: -10.146 -2.093 -29.861  0.0000
H: -8.636 -1.890 -29.123  0.0000
H: -8.841 -0.492 -27.163  0.0000
H: -9.448 -1.976 -26.278  0.0000
H: -10.288 -0.411 -26.203  0.0000
C: -9.409 0.672 -20.497  0.0000
O: -9.685 -0.746 -20.603  0.0000
C: -10.838 -1.036 -21.261  -0.0001
C: -11.052 -2.589 -21.247  0.0001
O: -12.415 -2.896 -21.564  0.0001
C: -12.690 -4.293 -21.503  0.0000
H: -8.527 0.902 -19.901  0.0000
H: -10.212 1.151 -19.936  0.0000
H: -9.296 1.110 -21.489  0.0000
H: -10.782 -0.719 -22.302  0.0000
H: -11.680 -0.466 -20.869  0.0000
H: -10.630 -2.961 -20.313  0.0000
H: -10.440 -2.980 -22.059  0.0000
H: -12.607 -4.706 -20.497  0.0000
H: -12.111 -4.940 -22.161  0.0000
H: -13.754 -4.423 -21.700  0.0000
C: -12.336 4.227 -16.977  0.0000
O: -11.278 3.267 -17.334  0.0000
C: -9.989 3.794 -17.459  0.0000
C: -9.739 4.345 -18.827  0.0000
O: -10.664 5.395 -19.135  0.0003
C: -10.474 5.889 -20.443  0.0025
H: -13.313 3.746 -17.024  0.0000
H: -12.466 5.020 -17.713  0.0000
H: -12.270 4.555 -15.940  0.0000
H: -9.207 3.049 -17.310  0.0000
H: -9.792 4.531 -16.681  0.0000
H: -9.842 3.516 -19.527  0.0000
H: -8.711 4.607 -19.079  0.0001
H: -9.426 6.127 -20.627  0.0000
H: -11.088 6.781 -20.563  0.0001
H: -10.777 5.135 -21.170  -0.0031
C: -6.609 0.145 -23.569  0.0000
O: -5.749 1.277 -23.295  0.0000
C: -4.782 1.605 -24.244  0.0000
C: -5.240 1.852 -25.748  0.0000
O: -6.391 2.705 -25.827  0.0000
C: -5.986 4.092 -25.733  0.0000
H: -6.023 -0.752 -23.769  0.0000
H: -7.264 0.299 -24.426  0.0000
H: -7.252 -0.164 -22.745  0.0000
H: -4.049 0.800 -24.186  0.0000
H: -4.206 2.454 -23.875  0.0000
H: -5.563 0.904 -26.177  0.0000
H: -4.472 2.198 -26.440  0.0000
H: -5.456 4.278 -24.799  0.0000
H: -6.796 4.816 -25.823  0.0000
H: -5.217 4.280 -26.483  0.0000
C: -16.450 5.804 -24.214  0.0002
O: -16.122 4.609 -25.029  0.0000
C: -15.567 3.545 -24.319  0.0000
C: -15.403 2.393 -25.358  0.0000
O: -14.399 2.798 -26.264  0.0001
C: -14.251 1.949 -27.371  0.0000
H: -17.216 5.567 -23.477  0.0000
H: -16.749 6.654 -24.829  0.0000
H: -15.569 6.144 -23.669  -0.0002
H: -16.218 3.217 -23.509  0.0000
H: -14.599 3.817 -23.899  0.0003
H: -16.325 2.246 -25.921  0.0000
H: -15.256 1.463 -24.809  0.0000
H: -15.218 1.831 -27.860  0.0000
H: -13.675 1.067 -27.091  0.0000
H: -13.651 2.483 -28.108  0.0000
C: -12.856 9.967 -26.020  0.0284
O: -13.383 10.382 -24.787  0.4265
C: -12.419 10.302 -23.745  0.0431
C: -12.112 8.798 -23.362  0.1104
O: -11.358 8.145 -24.372  0.2356
C: -11.029 6.791 -24.059  0.0367
H: -12.809 8.883 -26.122  0.0647
H: -11.924 10.448 -26.317  0.0015
H: -13.623 10.228 -26.749  0.0191
H: -12.895 10.798 -22.899  0.0007
H: -11.508 10.805 -24.071  0.0043
H: -13.024 8.243 -23.143  -0.0033
H: -11.406 8.952 -22.546  0.0298
H: -11.935 6.276 -23.739  0.0037
H: -10.323 6.729 -23.231  -0.0037
H: -10.739 6.380 -25.026  -0.0045
C: -15.800 5.020 -19.155  0.0000
C: -14.680 5.700 -19.995  0.0003
C: -13.932 4.580 -20.645  0.0013
O: -14.947 3.571 -20.802  -0.0002
C: -15.875 3.624 -19.713  0.0000
H: -16.800 5.450 -19.100  0.0000
H: -15.490 5.111 -18.114  0.0000
H: -14.112 6.416 -19.401  -0.0002
H: -15.189 6.156 -20.844  0.0000
H: -13.218 4.070 -19.998  0.0001
H: -13.450 4.816 -21.594  -0.0010
H: -15.726 2.882 -18.929  0.0000
H: -16.838 3.470 -20.200  0.0000

Results
charge	+1
max |F|	2.9	eV/A
spin multiplicity	2
orbital gap (spin up / spin down)	0.286 / 0.056	hartree
M	1063.45	g mol⁻¹